Entry 1:
C5H12LuN2O3 | wB97M-V/def2-TZVPD

Its HOMO energy is -19.818 eV. Its orbital gap is 3.2819 eV.

ORCA input file:
```
! RIJCOSX wB97M-V def2-TZVPD def2/J DEFGRID3
* xyz 3 1
N -0.08 2.59 0.89
C -0.62 1.53 1.73
O 0.46 0.72 2.26
C 0.37 -0.56 2.02
O -0.35 -1.34 2.52
N 1.39 -1.09 1.02
C 0.73 -1.52 -0.18
C 0.27 -0.31 -1.16
C -1.15 -0.57 -1.78
O -1.83 0.58 -2.08
H 0.91 2.42 0.72
H -0.52 2.59 -0.02
H -1.32 0.90 1.19
H -1.15 2.00 2.53
H 1.74 -1.94 1.44
H 1.52 -2.17 -0.74
H -0.11 -2.19 -0.02
H 0.96 -0.18 -2.09
H 0.31 0.66 -0.63
H -1.72 -1.23 -1.14
H -0.99 -1.11 -2.71
H -1.26 1.35 -2.11
Lu 2.42 -1.12 -1.65
*
```

Entry 2:
C10H13ClO3PtS | wB97M-V/def2-TZVPD

Its HOMO energy (spin up / spin down) is -14.211 / -17.399 eV. Its energy above the lowest of the compared OMol25 structures with the same formula, charge and spin is 6.9 kcal/mol. Its orbital gap (spin up / spin down) is 7.0836 / 5.7999 eV.

ORCA input file:
```
! RIJCOSX wB97M-V def2-TZVPD def2/J DEFGRID3
* xyz 2 5
Cl 2.75 0.65 -3.27
C -2.62 -0.34 -1.56
C -2.63 -0.88 -0.21
C -1.46 -1.68 -0.05
H -3.41 -0.76 0.50
C -0.67 -1.62 -1.24
C -1.38 -0.78 -2.19
H -1.01 -0.53 -3.17
H -3.35 0.32 -1.99
H -1.19 -2.27 0.80
C 0.58 -2.35 -1.53
Pt -0.93 0.75 -0.58
C -1.99 2.03 0.35
C 0.26 1.89 -1.45
O -2.54 2.96 0.77
O 0.81 2.82 -1.86
H 1.15 -2.54 -0.61
H 1.23 -1.80 -2.21
H 0.39 -3.33 -1.97
C 1.56 1.44 3.33
S 0.64 0.88 1.91
C 2.00 0.27 0.92
O -0.25 -0.23 2.37
H 2.33 2.17 3.01
H 1.98 0.51 3.72
H 0.83 1.88 4.01
H 2.56 -0.44 1.55
H 1.73 -0.16 -0.05
H 2.65 1.13 0.71
*
```

Entry 3:
C39H38NO2 | wB97M-V/def2-TZVPD

Its HOMO energy is -9.035 eV. Its energy above the lowest of the compared OMol25 structures with the same formula, charge and spin is 17.5 kcal/mol. Its orbital gap is 3.6982 eV.

ORCA input file:
```
! RIJCOSX wB97M-V def2-TZVPD def2/J DEFGRID3
* xyz 1 1
C -3.63 4.22 1.31
C -2.98 3.03 0.98
C -1.60 2.92 1.16
C -0.84 3.98 1.70
C 0.61 3.94 1.85
C 1.55 3.79 0.84
N 2.87 4.14 1.00
C 3.40 4.48 2.33
C 4.92 4.31 2.44
C 5.67 5.04 1.33
C 5.13 4.60 -0.03
C 3.61 4.68 -0.14
C 1.09 3.32 -0.50
C 0.14 4.02 -1.25
C -0.34 3.52 -2.46
C 0.14 2.29 -2.92
C 1.12 1.59 -2.20
C 1.60 2.12 -1.01
C -1.54 5.16 2.05
C -2.91 5.30 1.84
H -4.71 4.32 1.14
H -3.54 2.16 0.59
H -1.07 2.00 0.92
H 0.97 4.39 2.77
H 3.17 5.52 2.59
H 2.92 3.86 3.08
H 5.25 4.68 3.41
H 5.18 3.24 2.40
H 5.54 6.13 1.45
H 6.74 4.84 1.39
H 5.57 5.22 -0.83
H 5.46 3.57 -0.22
H 3.32 4.16 -1.05
H 3.36 5.74 -0.30
H -0.28 4.95 -0.86
H -1.08 4.09 -3.04
H -0.27 1.85 -3.84
H 1.51 0.63 -2.56
H 2.32 1.57 -0.41
H -0.97 6.00 2.47
H -3.42 6.23 2.12
C -6.62 -4.14 3.65
O -6.17 -2.78 3.37
C -5.08 -2.59 2.58
C -4.57 -1.26 2.47
C -3.39 -1.02 1.82
C -2.62 -2.07 1.20
C -1.36 -1.75 0.61
C -0.46 -2.69 0.01
C 0.52 -2.25 -0.94
C 1.39 -3.12 -1.55
C 1.28 -4.49 -1.33
O 2.19 -5.32 -1.98
C 1.78 -6.02 -3.13
C 2.33 -5.66 -4.36
C 1.81 -6.24 -5.52
C 0.83 -7.23 -5.42
C 0.36 -7.64 -4.17
C 0.85 -7.04 -3.01
C 0.36 -4.99 -0.39
C -0.46 -4.09 0.26
C -3.27 -3.36 1.18
C -4.42 -3.64 1.91
H -7.49 -4.00 4.31
H -6.92 -4.67 2.73
H -5.84 -4.72 4.18
H -5.14 -0.47 2.95
H -3.00 -0.01 1.77
H -1.11 -0.68 0.56
H 0.59 -1.19 -1.17
H 2.19 -2.78 -2.22
H 3.13 -4.92 -4.40
H 2.19 -5.93 -6.50
H 0.44 -7.70 -6.32
H -0.38 -8.43 -4.07
H 0.54 -7.34 -2.01
H 0.35 -6.06 -0.17
H -1.11 -4.50 1.04
H -2.88 -4.19 0.59
H -4.83 -4.65 1.97
*
```

Entry 4:
C7H14 | wB97M-V/def2-TZVPD

Its HOMO energy is -7.958 eV. Its energy above the lowest of the compared OMol25 structures with the same formula, charge and spin is 83.3 kcal/mol. Its orbital gap is 8.4601 eV.

ORCA input file:
```
! RIJCOSX wB97M-V def2-TZVPD def2/J DEFGRID3
* xyz 0 1
C -1.24 -0.93 -0.55
C -0.40 0.34 -0.71
C -0.79 1.61 -0.02
C -1.81 1.47 1.04
C 1.10 0.16 -0.28
C 1.25 -0.20 1.20
C 1.81 -0.86 -1.17
H -0.88 -1.72 -1.21
H -2.29 -0.74 -0.83
H -1.24 -1.32 0.47
H -0.34 0.59 -1.78
H 1.57 1.14 -0.44
H -2.72 1.72 0.47
H -1.73 2.25 1.80
H -1.98 0.49 1.51
H 2.31 -0.26 1.47
H 0.80 -1.18 1.42
H 0.78 0.54 1.85
H 1.71 -0.62 -2.23
H 2.88 -0.88 -0.93
H 1.43 -1.88 -1.00
*
```

Entry 5:
C26H37GeMgN2O5 | wB97M-V/def2-TZVPD

Its HOMO energy (spin up / spin down) is -7.893 / -8.115 eV. Its energy above the lowest of the compared OMol25 structures with the same formula, charge and spin is 0.0 kcal/mol. Its orbital gap (spin up / spin down) is 7.5277 / 5.8214 eV.

ORCA input file:
```
! RIJCOSX wB97M-V def2-TZVPD def2/J DEFGRID3
* xyz 0 2
Mg -0.34 -0.64 0.03
O -1.92 -1.82 -0.52
C -3.00 -1.52 -1.08
C -3.65 -2.46 -1.96
C -4.80 -2.15 -2.60
C -5.45 -0.89 -2.41
C -4.90 0.03 -1.57
C -3.67 -0.23 -0.89
C -3.20 0.73 0.01
N -2.04 0.61 0.63
N -1.87 1.40 1.67
C -0.77 0.95 2.39
O -0.10 -0.05 2.08
C -0.46 1.73 3.61
C 0.52 1.24 4.48
C 0.85 1.96 5.62
C 0.22 3.17 5.88
C -0.74 3.66 5.02
C -1.09 2.94 3.88
H -3.15 -3.41 -2.10
H -5.25 -2.87 -3.27
H -6.37 -0.67 -2.93
H -5.38 0.98 -1.41
H -3.85 1.56 0.28
H 1.00 0.30 4.26
H 1.61 1.58 6.29
H 0.49 3.73 6.77
H -1.23 4.60 5.23
H -1.84 3.30 3.20
C 2.81 -3.65 -0.10
C 1.34 -3.29 -0.32
C 0.84 -3.80 -1.66
C 0.49 -3.86 0.81
O 1.20 -1.87 -0.26
Ge 2.04 -0.63 -1.49
O 1.73 0.67 -0.18
C 2.77 1.29 0.58
C 2.19 2.58 1.16
C 3.95 1.65 -0.32
C 3.22 0.35 1.69
O 0.21 -0.24 -1.96
C -0.15 0.70 -2.97
C 0.98 0.85 -3.99
C -0.43 2.06 -2.33
C -1.39 0.17 -3.69
H 2.95 -4.73 -0.10
H 3.15 -3.24 0.85
H 3.42 -3.22 -0.90
H 0.89 -4.89 -1.70
H 1.45 -3.40 -2.48
H -0.19 -3.49 -1.82
H 0.59 -4.94 0.86
H -0.56 -3.61 0.66
H 0.82 -3.44 1.77
H 1.85 3.23 0.36
H 2.94 3.11 1.75
H 1.34 2.36 1.81
H 3.61 2.26 -1.16
H 4.43 0.75 -0.72
H 4.70 2.21 0.24
H 2.37 0.06 2.30
H 3.98 0.82 2.32
H 3.65 -0.56 1.26
H 1.88 1.28 -3.54
H 0.67 1.50 -4.81
H 1.25 -0.13 -4.41
H 0.45 2.41 -1.79
H -1.25 1.98 -1.62
H -0.71 2.79 -3.09
H -1.20 -0.82 -4.08
H -1.67 0.84 -4.51
H -2.23 0.12 -3.00
*
```

Entry 6:
C28H27N3SSiW | wB97M-V/def2-TZVPD

Its HOMO energy (spin up / spin down) is -13.079 / -13.719 eV. Its orbital gap (spin up / spin down) is 5.8537 / 5.8407 eV.

ORCA input file:
```
! RIJCOSX wB97M-V def2-TZVPD def2/J DEFGRID3
* xyz 2 3
C 1.12 1.75 0.99
C 0.31 2.19 -0.12
C -0.75 3.01 0.40
H 0.52 2.03 -1.17
C -0.64 3.03 1.82
C 0.52 2.26 2.18
H 0.95 2.19 3.17
H 2.08 1.25 0.92
H -1.50 3.54 -0.19
H -1.28 3.57 2.52
W -0.95 0.92 1.11
C -1.61 -2.10 -4.23
H -2.51 -1.50 -4.04
H -1.88 -3.16 -4.36
H -1.05 -1.75 -5.11
Si 0.38 -1.48 -1.95
C 1.94 -1.26 -2.91
C 2.66 -0.05 -2.89
H 2.25 0.84 -2.40
C 3.93 0.02 -3.49
H 4.48 0.97 -3.46
C 4.47 -1.11 -4.11
H 5.46 -1.05 -4.57
C 3.75 -2.31 -4.14
H 4.16 -3.19 -4.64
C 2.49 -2.39 -3.52
H 1.94 -3.34 -3.50
C -0.67 0.05 -2.23
C -0.45 0.84 -3.38
H 0.46 0.70 -3.99
C -1.43 1.73 -3.84
H -1.26 2.28 -4.76
C -2.64 1.86 -3.16
H -3.43 2.51 -3.56
C -2.84 1.15 -1.98
H -3.77 1.26 -1.42
C -1.87 0.24 -1.49
H -2.16 -0.47 -0.69
H -0.23 -2.81 -1.79
H -0.87 -2.02 -3.35
N -0.89 -1.57 4.29
C -1.20 -0.53 5.17
C -1.10 -0.53 6.56
C -1.14 0.72 7.17
C -1.18 1.91 6.41
C -1.25 1.88 5.01
C -1.31 0.63 4.40
N -1.08 0.24 3.05
C -0.83 -1.11 3.02
C -0.14 -1.68 1.90
C 0.50 -2.90 1.76
S 1.41 -3.04 0.34
C 0.99 -1.30 -0.16
N 0.07 -0.81 0.85
H -0.72 -2.54 4.54
H -1.03 -1.49 7.09
H -1.12 0.79 8.25
H -1.15 2.87 6.92
H -1.29 2.78 4.41
H 0.42 -3.70 2.51
H 1.98 -0.79 -0.17
*
```

Number 6 is which compound?
C28H27N3SSiW